{"formula": "C3H5N5O2", "method": "ωB97M-V/def2-TZVPD", "multiplicity": 1, "gap_ev": 9.80, "lumo_ev": 0.40, "energy_ha": -541.285142, "symbols": ["O", "O", "N", "N", "N", "N", "N", "C", "C", "C", "H", "H", "H", "H", "H"], "xyz": [[-1.630, -2.470, 0.357], [-0.961, -1.725, 2.292], [-0.481, 0.221, -0.046], [-0.988, -1.725, 1.086], [2.731, -0.026, -0.618], [0.493, 0.921, -0.827], [1.274, 1.960, -0.082], [-1.771, 0.836, -0.146], [1.811, 0.896, -0.431], [-0.086, -0.874, 0.456], [-2.528, 0.068, -0.671], [-2.236, 1.121, 0.824], [3.591, -0.142, -0.165], [-1.611, 1.713, -0.814], [2.392, -0.775, -1.215]], "forces_ev_per_a": [[-0.125, -0.069, 0.169], [-0.299, -0.153, 0.821], [0.949, -0.227, 0.719], [-0.750, -0.034, -0.468], [-0.927, -0.278, -1.239], [-1.455, 0.556, -2.301], [0.537, 1.572, 1.235], [-2.847, -0.645, -1.407], [0.117, -1.627, 0.398], [1.454, -0.342, -0.236], [1.714, 1.742, 1.101], [0.721, -0.185, -0.594], [1.087, 0.277, 0.706], [-0.483, -0.617, 0.645], [0.307, 0.033, 0.450]]}